w | This record from the OMol25 dataset describes a gas-phase ion, CH3N2O (charge +1). The level of theory is ωB97M-V/def2-TZVPD.

Element x y z (Å)
C1 -0.06107 -0.21509 1.34261
N1 0.21606 -0.47200 0.11970
N2 0.14475 0.26729 -1.22878
O1 -0.28929 0.05977 2.41118
H1 0.14129 -1.45949 -0.14429
H2 -0.77436 0.66435 -1.35930
H3 0.62263 1.15516 -1.14111

As for the multiplicity: 1. The SMILES is N[NH+]=C=O. The net charge is +1. Its HOMO energy is -17.73 eV. For the LUMO energy, the calculation gives -6.496 eV. The orbital gap comes out at 11.2 eV.

These are the natural (NBO) partial charges, in e, on atoms 1 to 6: 0.99, -0.51, -0.50, -0.23, 0.48, 0.38


x | This record from the OMol25 dataset describes a molecular structure, CH3N2O. The level of theory is ωB97M-V/def2-TZVPD.

Element x y z (Å)
C1 -0.74623 0.46598 0.27882
N1 2.05563 -1.67624 -1.11241
N2 1.43701 -0.98075 -0.55475
O1 0.49837 0.49734 -0.10985
H1 -1.01309 -0.20251 1.12597
H2 -1.50480 0.47830 -0.51326
H3 -0.72688 1.41788 0.88547

As for the multiplicity: 1. The net charge is +1. Its HOMO energy (spin up / spin down) is -18.64 / -18.64 eV. For the LUMO energy (spin up / spin down), the calculation gives -9.758 / -9.756 eV. The orbital gap (spin up / spin down) comes out at 8.9 / 8.9 eV.

These are the natural (NBO) partial charges, in e, on atoms 1 to 6: -0.29, 0.26, 0.14, -0.05, 0.31, 0.23


y | This record from the OMol25 dataset describes a gas-phase ion, CH3N2O (charge +1). The level of theory is ωB97M-V/def2-TZVPD.

Element x y z (Å)
C1 0.12885 -0.29436 -0.12718
N1 -1.09531 -0.58623 -0.02660
N2 1.21860 0.33499 -0.01554
O1 -1.67407 0.49891 0.00401
H1 -1.68310 -1.40216 -0.04359
H2 1.72373 0.26568 0.89164
H3 1.38130 1.18316 -0.68272

As for the multiplicity: 1. The SMILES is [NH2+]=C=[NH+][O-]. The net charge is +1. Its HOMO energy (spin up / spin down) is -15.37 / -15.38 eV. For the LUMO energy (spin up / spin down), the calculation gives -6.594 / -6.593 eV. The orbital gap (spin up / spin down) comes out at 8.8 / 8.8 eV.

These are the natural (NBO) partial charges, in e, on atoms 1 to 6: 0.65, -0.06, -0.66, -0.34, 0.45, 0.47


Ranked by calculated energy, most stable first: w, x, y.


w | This record from the OMol25 dataset describes a molecular structure, C17H20N2O5S. The level of theory is ωB97M-V/def2-TZVPD.

Element x y z (Å)
O1 3.02372 0.91461 -2.03427
C1 2.09771 0.12980 -1.77168
N1 1.64077 -0.89781 -2.67730
C2 2.22620 -1.05209 -4.05119
C3 3.28397 -0.15072 -4.68955
C4 3.81763 -0.64726 -5.95962
C5 3.31904 -1.68928 -6.65799
C6 1.96710 -2.35169 -6.18971
C7 1.57803 -2.09156 -4.92002
H1 0.82239 -2.62618 -4.34888
H2 1.48945 -3.36676 -6.73570
H3 3.34310 -1.94547 -7.83268
H4 4.53783 0.09869 -6.39581
H5 3.74025 0.31055 -4.07140
H6 0.95984 -1.40000 -2.57415
C8 1.57612 -0.04567 -0.58866
C9 1.18895 -1.08778 0.07258
C10 0.53619 -1.21008 1.23588
C11 0.00444 -0.03073 1.89498
C12 0.59171 1.10125 1.31556
C13 1.13984 1.25537 -0.01384
H7 1.59762 1.94727 -0.42920
H8 0.27860 2.00550 1.81752
S1 -0.56856 -0.16986 3.44827
O2 -1.26601 -1.39282 3.60529
O3 0.00303 0.71309 4.47647
N2 -1.95365 1.01168 3.15268
C14 -2.62457 1.71769 4.10214
H9 -1.93018 1.48152 5.05631
C15 -1.94632 3.23125 3.81812
O4 -0.72298 3.20737 3.47638
H10 -0.24478 2.69851 3.99610
H11 -2.50792 3.54948 2.86467
H12 -2.19637 4.02696 4.55685
H13 -3.52602 1.85442 4.17125
C16 -3.04566 0.27301 2.08346
H14 -3.67842 1.40484 1.71112
H15 -2.14681 0.00344 1.32197
C17 -3.84492 -0.79521 2.39965
O5 -3.15789 -2.15937 2.17796
H16 -2.31692 -2.02029 3.00528
H17 -4.51425 -0.98145 1.72122
H18 -4.11637 -0.62512 3.37732
H19 0.26341 -2.03145 1.69162
H20 1.28165 -2.16766 -0.60901

As for the multiplicity: 1. Its HOMO energy is -8.47 eV. For the LUMO energy, the calculation gives -1.725 eV. The orbital gap comes out at 6.7 eV.

These are the natural (NBO) partial charges, in e, on atoms 1 to 6: -0.56, 0.64, -0.58, 0.19, -0.18, -0.23


x | This record from the OMol25 dataset describes C17H20N2O5S in the gas phase. The level of theory is ωB97M-V/def2-TZVPD.

Element x y z (Å)
C1 4.39391 6.88733 -1.55875
C2 4.04801 6.52070 -0.12356
H1 3.01253 6.79469 0.10240
H2 4.72558 7.00036 0.58549
O1 4.21321 5.11528 0.09845
C3 3.20456 4.32864 -0.25796
O2 2.14941 4.69997 -0.69207
C4 3.55776 2.86341 -0.01776
N1 2.72204 2.02307 -0.83818
C5 2.80296 2.11976 -2.19924
O3 3.59736 2.77364 -2.81494
S1 1.55991 1.07368 -2.90859
C6 0.95362 0.59129 -1.31938
C7 -0.10474 -0.26682 -1.23969
C8 -0.77439 -0.79235 -0.12505
C9 -0.67304 -0.66209 1.25242
C10 -1.66110 -1.46297 1.82083
C11 -2.33639 -2.06053 0.76279
N2 -3.42299 -2.86718 0.74461
C12 -3.77046 -3.56708 -0.47619
C13 -3.09418 -4.93959 -0.51389
H3 -3.39295 -5.47039 -1.41827
H4 -2.01118 -4.80146 -0.54186
C14 -3.47908 -5.74223 0.72762
H5 -2.95328 -6.69819 0.73240
H6 -4.55175 -5.94954 0.70685
C15 -3.14140 -4.95303 1.99140
C16 -3.81976 -3.58175 1.93861
H7 -4.90632 -3.70878 1.89960
H8 -3.57393 -2.98756 2.81728
H9 -2.06063 -4.81188 2.06056
H10 -3.47327 -5.49353 2.87839
H11 -3.47023 -2.96004 -1.32983
H12 -4.85826 -3.68647 -0.49179
O4 -1.81119 -1.66765 -0.40360
H13 -1.85593 -1.58656 2.86541
H14 0.04218 -0.05115 1.76146
H15 -0.50637 -0.60895 -2.18620
C17 1.72408 1.23007 -0.27453
O5 1.60499 1.12630 0.93011
H16 4.61446 2.70195 -0.24261
H17 3.34760 2.59965 1.02432
H18 5.41547 6.59360 -1.78641
H19 3.72266 6.37473 -2.24333
H20 4.29058 7.95965 -1.69729

As for the multiplicity: 1. The SMILES is CCOC(=O)CN1C(=O)S/C(=C/c2ccc(N3CCCCC3)o2)C1=O. Its HOMO energy is -7.07 eV. For the LUMO energy, the calculation gives -0.148 eV. The orbital gap comes out at 6.9 eV.

These are the natural (NBO) partial charges, in e, on atoms 1 to 6: -0.63, -0.08, 0.20, 0.19, -0.50, 0.80


Ranked by calculated energy, most stable first: x, w.


w | This record from the OMol25 dataset describes 2 unconnected molecules or ions with the total composition C2HF2O3S. The level of theory is ωB97M-V/def2-TZVPD.

Element x y z (Å)
C1 -1.00208 0.02636 -0.32657
C2 -0.84235 -1.09953 0.48496
O1 -1.21896 1.29547 0.21122
O2 -1.11708 -0.03892 -1.58859
O3 3.21855 1.21256 -0.12115
F1 -0.68968 -0.99094 1.84370
F2 -0.29267 -2.29319 0.10785
S1 2.28819 0.15998 -0.75976
H1 -0.34391 1.72822 0.14833

As for the multiplicity: 1. The net charge is -1. Its HOMO energy (spin up / spin down) is -2.54 / -3.90 eV. For the LUMO energy (spin up / spin down), the calculation gives 1.806 / 2.827 eV. The orbital gap (spin up / spin down) comes out at 4.4 / 6.7 eV.

These are the natural (NBO) partial charges, in e, on atoms 1 to 6: 0.49, 0.50, -0.74, -0.70, -0.79, -0.36


x | This record from the OMol25 dataset describes 2 unconnected molecules or ions with the total composition C2HF2O3S. The level of theory is ωB97M-V/def2-TZVPD.

Element x y z (Å)
C1 1.88566 0.32777 0.17471
C2 -0.50266 0.56914 -0.04664
O1 -1.70822 -1.42596 1.23601
O2 2.63144 0.81094 0.95166
O3 -1.44182 -1.72976 -1.18743
F1 -0.40899 1.07811 -1.28442
F2 -0.75522 1.67525 0.69268
S1 -1.92230 -0.82337 -0.10848
H1 2.22210 -0.48212 -0.42810

As for the multiplicity: 1. The net charge is -1. Its HOMO energy (spin up / spin down) is -3.51 / -3.76 eV. For the LUMO energy (spin up / spin down), the calculation gives 3.746 / 3.618 eV. The orbital gap (spin up / spin down) comes out at 7.3 / 7.4 eV.

These are the natural (NBO) partial charges, in e, on atoms 1 to 6: 0.35, 0.41, -1.02, -0.55, -1.00, -0.38


Ranked by calculated energy, most stable first: w, x.